C28H17N7O8S2SeW | the ωB97M-V functional and the def2-TZVPD basis

Geometry as XYZ:
```
64
Properties=species:S:1:pos:R:3:forces:R:3:nbo_charge:R:1
W 1.023 0.159 -0.331 0.3 -0.9 -1.6 1.79
O -0.204 -0.495 -1.682 0.9 0.0 -0.2 -0.65
C -0.402 -0.837 -2.943 0.4 -0.7 -0.3 0.47
C -1.470 -1.689 -3.299 0.4 0.8 2.7 -0.25
C -1.623 -2.036 -4.586 -0.2 0.2 -2.1 -0.17
C -0.817 -1.527 -5.632 1.4 1.0 0.8 -0.23
C 0.277 -0.683 -5.294 -1.3 -1.5 0.6 -0.14
C 0.507 -0.430 -3.917 1.0 1.0 0.0 -0.23
C 1.712 0.343 -3.492 -2.1 -1.3 -3.3 0.24
N 2.041 0.646 -2.324 0.8 0.4 1.2 -0.44
C 3.198 1.528 -2.256 1.6 -1.3 0.7 -0.23
C 4.194 1.083 -1.138 -1.6 0.3 -0.3 -0.24
N 3.320 0.860 0.049 0.2 -0.8 -0.4 -0.44
C 3.897 1.019 1.178 0.3 0.3 0.6 0.23
C 3.345 0.842 2.493 -1.1 -0.6 -1.2 -0.22
C 4.089 1.023 3.634 1.2 1.3 -0.2 -0.14
C 3.543 0.905 4.859 -0.4 -0.4 1.4 -0.23
C 2.243 0.394 4.982 -0.7 0.4 -0.4 -0.15
C 1.427 0.148 3.863 -0.3 0.1 0.1 -0.23
C 2.019 0.440 2.600 -1.1 -1.0 1.3 0.37
O 1.277 0.231 1.523 0.1 0.6 0.4 -0.64
H -2.114 -2.046 -2.469 0.4 0.2 -0.8 0.24
H -2.463 -2.647 -4.847 -0.2 -0.4 -0.2 0.22
H -1.004 -1.815 -6.661 0.0 0.1 0.2 0.23
H 0.968 -0.293 -6.033 -0.1 -0.1 0.0 0.22
H 2.314 0.653 -4.393 -0.3 -0.1 1.2 0.19
H 2.794 2.475 -2.061 -0.2 1.5 0.6 0.23
H 3.699 1.570 -3.209 0.2 -0.1 -0.4 0.21
H 4.874 1.895 -0.891 0.1 0.1 -0.2 0.21
H 4.784 0.180 -1.382 -0.6 0.3 0.0 0.23
H 4.941 1.354 1.238 -0.1 -0.1 -0.5 0.19
H 5.076 1.457 3.579 0.3 -0.2 -0.3 0.22
H 4.114 1.231 5.747 -0.4 -0.5 -0.5 0.23
H 1.888 0.309 5.995 -0.5 -0.3 0.1 0.23
H 0.323 -0.217 3.900 2.3 0.7 0.1 0.26
S -0.163 -1.942 0.662 -0.3 -0.5 0.2 0.07
C 0.260 -3.211 -0.425 1.1 -0.3 -0.9 -0.24
C -0.492 -4.431 -0.597 -0.6 0.9 0.4 0.25
N -1.229 -5.303 -0.732 0.2 -0.2 0.0 -0.26
C 1.395 -3.074 -1.176 -0.5 1.0 1.5 -0.32
S 2.452 -1.707 -0.781 0.3 -0.6 -0.1 0.06
C 1.943 -3.990 -2.077 0.3 -0.4 -0.4 0.24
N 2.514 -4.658 -2.817 0.0 -0.3 -0.2 -0.28
O -2.180 0.908 -1.509 -0.3 0.7 0.9 -0.59
C -1.952 0.868 -0.319 -0.3 -1.0 0.2 0.78
O -0.802 0.725 0.292 0.2 0.4 0.1 -0.73
C -3.009 0.802 0.756 -2.6 0.7 -0.7 -0.07
C -2.744 0.638 2.087 1.4 0.1 1.0 -0.15
C -3.792 0.575 2.988 1.2 0.1 0.6 0.02
C -5.097 0.704 2.631 -0.6 0.2 0.4 -0.15
C -5.414 0.880 1.301 1.4 -0.3 -0.6 0.01
C -4.384 0.903 0.365 1.3 -0.6 2.0 -0.12
N -6.833 0.907 0.939 -0.6 0.1 0.8 0.53
O -7.154 0.848 -0.226 0.2 0.0 0.1 -0.34
O -7.602 0.983 1.894 0.2 0.0 -1.0 -0.38
N -3.482 0.303 4.448 -1.7 -1.0 -0.9 0.54
O -4.471 0.169 5.146 0.4 0.4 0.3 -0.37
O -2.357 0.057 4.791 0.8 0.4 -0.1 -0.37
H -1.707 0.584 2.463 -0.7 -0.1 -0.3 0.26
H -5.859 0.661 3.377 -0.3 -0.1 0.2 0.29
H -4.501 0.821 -0.648 -0.9 0.4 -2.5 0.25
Se 0.945 4.652 0.838 -0.3 1.2 0.9 0.04
C 0.876 3.136 0.092 0.8 -0.6 -1.1 0.18
N 1.053 2.162 -0.563 -0.7 0.2 0.4 -0.72
```
Forces are in eV/Å.

Summary:
lowest unoccupied orbital energy (alpha / beta): -2.128 / -2.128 eV
2S+1: 1

C28H18Cl2F5IrN7O2Se | the ωB97M-V functional and the def2-TZVPD basis

Geometry as XYZ:
```
64
Properties=species:S:1:pos:R:3:forces:R:3:nbo_charge:R:1
Ir 0.051 0.131 -0.071 -0.3 -2.4 -1.8 1.12
N -0.379 -3.231 -0.189 -0.1 0.1 0.0 -0.75
C -1.386 -2.596 -0.782 0.3 -0.2 0.0 0.62
N -2.334 -3.284 -1.382 -0.1 0.0 0.0 -0.53
C -3.313 -2.593 -1.977 0.1 -0.1 0.1 0.62
N -4.264 -3.261 -2.601 0.0 0.0 0.0 -0.70
N -3.400 -1.230 -1.985 0.0 0.1 0.0 -0.49
C -2.437 -0.614 -1.380 -0.3 -0.2 -0.2 0.46
N -1.398 -1.231 -0.771 1.3 1.7 0.7 -0.49
C -2.437 0.857 -1.303 -0.2 0.0 -0.1 0.13
C -3.359 1.641 -1.968 0.0 -0.1 0.0 -0.16
C -3.269 3.020 -1.853 0.1 0.0 0.1 -0.11
C -2.268 3.563 -1.059 -0.1 -0.1 0.0 -0.19
C -1.385 2.714 -0.418 0.0 0.1 0.1 0.06
N -1.463 1.386 -0.545 0.1 0.4 0.0 -0.41
H -0.416 -4.236 -0.135 0.0 0.0 0.0 0.44
H 0.333 -2.725 0.314 0.0 -0.1 0.0 0.43
H -4.239 -4.268 -2.613 0.0 0.0 0.0 0.43
H -5.019 -2.767 -3.046 0.0 0.0 0.0 0.43
H -4.117 1.152 -2.563 0.0 0.0 0.0 0.27
H -3.967 3.661 -2.375 0.0 0.0 0.0 0.26
H -2.163 4.631 -0.938 0.0 0.0 0.0 0.26
H -0.594 3.099 0.212 0.0 0.0 0.0 0.22
F 2.866 2.231 5.316 0.1 -0.1 0.0 -0.24
C 2.473 1.701 4.167 -0.3 0.2 0.1 0.16
C 1.841 2.557 3.097 0.0 -0.6 -0.5 0.48
F 2.153 2.485 1.812 0.0 0.3 0.2 -0.28
C 0.988 1.532 3.767 0.1 0.1 0.3 0.20
F -0.021 1.879 4.554 0.1 0.0 0.1 -0.25
C 0.910 0.236 3.022 0.3 0.0 -0.1 -0.09
Se -0.620 -0.385 2.191 -0.6 0.5 0.8 0.14
C 2.185 -0.322 2.985 -0.3 -0.1 -0.3 0.23
F 2.485 -1.428 2.357 0.2 0.0 0.1 -0.24
C 3.103 0.467 3.665 -0.2 0.1 0.1 0.58
F 4.342 0.218 3.790 -0.1 -0.1 0.2 -0.18
Cl 5.799 -2.370 1.186 0.0 -0.1 0.0 0.03
C 5.868 -0.638 1.179 0.2 0.2 -0.2 -0.09
C 6.511 0.012 2.214 0.2 0.0 -0.1 -0.23
C 6.588 1.396 2.216 0.0 0.0 0.0 -0.21
C 5.965 2.116 1.212 0.0 0.1 0.1 -0.23
C 5.305 1.465 0.182 -0.1 -0.2 0.2 -0.09
Cl 4.359 2.422 -0.906 -0.1 0.0 -0.2 0.03
C 5.295 0.063 0.096 0.1 -0.1 0.0 0.18
N 4.692 -0.661 -0.919 -0.5 0.1 0.3 -0.65
C 4.667 -0.422 -2.298 0.2 0.0 -0.4 0.24
C 5.661 0.317 -2.936 0.0 -0.1 0.2 -0.26
C 5.603 0.538 -4.300 -0.1 0.0 -0.1 -0.17
C 4.563 0.008 -5.052 0.0 0.0 0.0 -0.22
C 3.601 -0.768 -4.430 0.0 0.0 -0.1 -0.17
C 3.644 -1.000 -3.062 0.1 0.3 0.1 -0.10
C 2.578 -1.823 -2.378 0.0 0.2 0.1 -0.53
C 1.742 -0.947 -1.497 0.5 -0.2 -0.4 0.83
O 0.992 -0.040 -1.976 -0.4 0.1 0.5 -0.64
O 1.733 -1.098 -0.219 -0.6 0.2 0.0 -0.70
H 6.962 -0.561 3.014 0.0 -0.1 -0.1 0.25
H 7.113 1.912 3.007 0.0 0.0 0.0 0.24
H 5.967 3.198 1.231 0.0 0.0 0.0 0.24
H 4.350 -1.555 -0.611 0.1 -0.1 -0.1 0.40
H 6.500 0.680 -2.358 0.0 0.1 0.0 0.23
H 6.380 1.113 -4.784 0.0 0.0 0.0 0.23
H 4.509 0.184 -6.117 0.0 0.0 0.0 0.23
H 2.801 -1.201 -5.019 0.0 0.0 0.0 0.22
H 2.994 -2.627 -1.767 -0.1 0.0 0.0 0.24
H 1.919 -2.262 -3.129 0.0 0.0 0.0 0.27
```
Forces are in eV/Å.

Summary:
lowest unoccupied orbital energy (alpha / beta): -8.872 / -8.864 eV
charge: +2
2S+1: 2

C28H18Cl2N9O7SeTi | the ωB97M-V functional and the def2-TZVPD basis

Geometry as XYZ:
```
66
Properties=species:S:1:pos:R:3:forces:R:3:nbo_charge:R:1
Ti 11.104 11.424 7.916 0.1 0.0 0.1 1.65
Cl 11.936 14.704 11.424 0.8 0.2 0.1 0.00
C 10.280 14.427 11.093 0.9 -0.3 -0.4 -0.18
C 9.350 14.978 11.920 -2.0 -0.5 -0.5 -0.21
C 8.006 14.703 11.736 1.0 1.9 2.5 -0.03
Cl 6.975 15.502 12.956 -0.2 -0.5 -0.6 -0.07
C 7.542 13.850 10.766 0.0 0.0 -0.2 -0.14
C 6.248 13.355 10.640 -0.6 0.1 1.2 -0.13
C 5.944 12.483 9.667 -0.8 0.6 -0.8 -0.27
C 6.910 12.196 8.715 1.3 -1.6 -0.7 0.03
N 8.179 12.540 8.843 -0.8 0.7 0.0 -0.40
C 8.495 13.382 9.872 1.7 -1.2 -1.3 0.09
C 9.951 13.629 10.018 -2.2 0.0 -0.1 0.45
O 10.774 13.150 9.199 1.2 -0.9 -1.4 -0.76
H 9.670 15.582 12.715 0.3 0.8 0.9 0.23
H 5.514 13.571 11.398 -0.1 0.4 0.1 0.22
H 4.923 12.187 9.518 -0.2 -0.5 0.1 0.22
H 6.680 11.469 7.913 0.2 0.6 0.2 0.19
Se 5.265 6.950 10.660 0.3 0.7 0.7 0.80
N 6.535 8.029 11.414 -1.2 -1.5 2.8 -0.63
C 7.411 8.330 10.577 0.7 1.2 -3.9 0.26
C 8.640 9.148 10.757 -3.0 -1.6 0.3 -0.18
C 9.132 9.421 11.981 -0.3 -0.9 1.8 -0.14
C 10.240 10.249 12.086 1.7 -0.6 2.5 -0.33
C 10.753 10.751 10.936 1.0 0.5 -1.4 0.09
N 10.239 10.556 9.717 -0.6 -0.7 0.0 -0.57
C 9.125 9.674 9.582 3.8 3.1 2.7 0.14
C 8.671 9.492 8.355 -1.4 -0.8 -5.9 0.22
N 9.266 10.178 7.283 -0.2 -0.5 -0.6 -0.57
C 8.823 9.922 5.971 3.5 3.4 3.2 0.09
C 7.894 9.086 5.659 -3.0 -2.7 0.2 -0.33
C 7.323 8.378 6.716 -3.5 -3.5 0.0 -0.11
C 7.610 8.535 8.020 3.6 3.1 -0.9 -0.19
C 6.993 8.010 9.128 -2.6 -2.7 3.3 0.14
N 5.911 7.253 9.052 1.1 0.6 -0.9 -0.65
H 8.675 8.888 12.852 0.5 0.7 -0.8 0.23
H 10.923 10.268 13.007 -1.5 0.3 -1.3 0.22
H 11.719 11.277 10.975 -0.6 0.1 -0.2 0.22
H 9.220 10.493 5.159 0.7 0.6 0.1 0.22
H 7.507 9.039 4.679 -0.2 -0.4 -1.0 0.22
H 6.492 7.545 6.628 1.5 1.8 -0.6 0.22
N 10.815 13.030 6.419 -1.7 -0.4 0.1 -0.65
N 10.817 12.515 5.124 0.3 -0.2 -0.9 -0.53
C 11.462 11.257 4.919 -0.7 0.4 0.8 0.89
O 11.646 10.837 3.775 0.0 0.4 1.5 -0.68
O 11.629 10.707 6.091 0.8 -0.7 -1.4 -0.79
H 9.890 13.410 6.626 0.3 0.0 0.1 0.39
H 11.522 13.700 6.617 0.8 0.6 0.1 0.39
H 10.768 13.163 4.356 0.2 0.0 0.0 0.38
C 11.582 7.558 8.971 2.4 -1.5 0.9 -0.65
C 12.742 8.487 8.737 -2.0 0.9 0.0 0.42
N 12.645 9.781 8.439 0.3 -0.6 0.3 -0.49
C 13.945 10.219 8.289 -1.6 1.1 -0.7 0.01
C 14.787 9.204 8.453 1.9 -1.2 0.5 -0.01
N 14.014 8.091 8.785 0.5 1.2 -0.5 -0.49
C 16.283 9.067 8.305 -1.2 -1.6 -0.4 0.78
O 16.924 10.028 7.702 -0.1 -0.1 0.7 -0.66
O 16.722 7.969 8.613 0.6 0.7 0.0 -0.64
C 14.184 11.632 7.844 -1.8 -0.1 0.5 0.82
O 15.356 11.949 7.592 -0.3 0.8 -0.2 -0.67
O 13.104 12.338 7.797 1.5 -0.7 0.0 -0.73
H 12.078 6.543 9.032 -0.8 0.8 0.3 0.20
H 10.942 7.476 8.151 -1.1 0.3 -1.5 0.24
H 10.986 7.747 9.859 0.2 0.2 0.2 0.24
H 14.343 7.154 8.884 0.4 -0.2 0.1 0.44
H 16.272 10.835 7.656 0.3 0.3 -0.3 0.50
```
Forces are in eV/Å.

Summary:
lowest unoccupied orbital energy (alpha / beta): 1.636 / 1.626 eV
charge: -1
2S+1: 3

Record-wise F_max values, in eV/A: 4.166, 2.984, 6.106
Record-wise energy above the lowest of the compared OMol25 structures with the same formula, charge and spin values, in kcal per mole: 14.5, 38.4, 12.6